w:
The following is a DFT calculation (wB97M-V/def2-TZVPD) of a 2-piece molecular cluster, C5H7N2 overall.

XYZ file:
```
14
Properties=species:S:1:pos:R:3:mulliken_charge:R:1
C 1.69 -1.69 0.26 -0.26
C 0.22 -3.34 0.47 -0.11
C 0.43 -1.37 -0.11 0.27
C -0.37 1.15 -0.40 0.01
C -0.46 1.95 0.74 -0.83
N 1.43 -3.01 0.69 -0.33
N -0.47 -2.37 -0.03 -0.05
H 2.56 -1.16 0.56 0.38
H -0.11 -4.40 0.55 0.34
H -0.50 1.73 -1.32 0.31
H 0.32 1.65 1.43 0.30
H -1.34 2.06 1.35 0.37
H -0.15 3.01 0.49 0.33
H -1.44 -2.44 -0.44 0.29
```

Values from the calculation:
- net charge = +1
- highest occupied orbital energy (alpha / beta) (eV) = -13.987 / -13.986
- frontier orbital gap (alpha / beta) (eV) = 7.485 / 7.482
- lowest unoccupied orbital energy (alpha / beta) (eV) = -6.50 / -6.50

=====

x:
The following is a DFT calculation (wB97M-V/def2-TZVPD) of C5H7N2 as an isolated structure.

XYZ file:
```
14
Properties=species:S:1:pos:R:3:mulliken_charge:R:1
C 0.28 -1.39 -2.28 -0.43
C 1.29 -1.54 -1.24 -0.14
C -0.39 -0.32 -1.85 -0.20
C 0.34 1.98 0.97 -0.43
C 0.17 1.35 -0.11 0.40
N 1.34 -0.57 -0.41 -0.60
N 0.22 0.22 -0.72 0.49
H 0.05 -2.05 -3.09 0.42
H 2.07 -2.22 -1.26 0.49
H -1.29 0.31 -2.16 0.40
H 0.98 2.84 1.00 0.27
H 0.00 1.67 1.94 0.29
H 0.62 3.68 -1.73 -0.04
H 0.09 3.43 -2.27 0.08
```

Values from the calculation:
- net charge = +1
- highest occupied orbital energy (eV) = -15.268
- frontier orbital gap (eV) = 8.986
- lowest unoccupied orbital energy (eV) = -6.28

=====

Stability comparison, relative energies in eV: w 3.126; x 0.000

=====

w:
The following is a DFT calculation (wB97M-V/def2-TZVPD) of an isolated ion of composition C5H7N2 and charge +1.

XYZ file:
```
14
Properties=species:S:1:pos:R:3:mulliken_charge:R:1
C 1.21 -1.26 -0.18 -0.61
C -0.05 -0.62 -0.04 1.00
C 2.41 -1.47 -0.04 -0.11
C -1.34 -1.34 -0.31 -0.39
C 0.99 1.39 0.06 -0.61
N -0.19 0.63 0.16 -0.38
N -2.35 -0.78 0.28 -0.12
H 3.35 -1.81 0.04 0.47
H -1.40 -2.29 -0.74 0.44
H 1.85 0.71 0.10 0.14
H 1.00 2.02 -0.81 0.31
H 1.05 2.29 0.85 0.25
H -3.25 -1.16 0.15 0.26
H -2.11 0.12 0.65 0.33
```

Values from the calculation:
- net charge = +1
- highest occupied orbital energy (eV) = -14.352
- frontier orbital gap (eV) = 8.315
- lowest unoccupied orbital energy (eV) = -6.04
- SMILES string = C#C/C(C=[NH2+])=N\C

=====

x:
The following is a DFT calculation (wB97M-V/def2-TZVPD) of C5H7N2 as an isolated structure.

XYZ file:
```
14
Properties=species:S:1:pos:R:3:mulliken_charge:R:1
C 2.80 -0.14 0.21 0.53
C 1.09 0.65 -0.53 0.59
C 1.04 -0.89 -0.10 0.54
C -0.21 -1.60 0.00 -1.33
C 0.03 1.46 0.22 -1.20
N 2.53 1.01 -0.08 -0.35
N 2.25 -1.29 0.28 -0.41
H 1.15 0.54 -1.61 0.40
H -0.77 -1.12 0.77 0.41
H -0.26 -2.68 0.23 0.36
H -0.59 -1.55 -0.98 0.41
H -0.28 2.37 -0.18 0.37
H 0.12 1.54 1.26 0.35
H -0.90 0.79 0.00 0.32
```

Values from the calculation:
- net charge = +1
- highest occupied orbital energy (eV) = -16.561
- frontier orbital gap (eV) = 9.583
- lowest unoccupied orbital energy (eV) = -6.98

=====

Stability comparison, relative energies in eV: w 0.000; x 1.289